Entry 1:
Below is 2 unconnected molecules or ions with the total composition C4H9NP at a distorted geometry, with properties calculated with wB97M-V/def2-TZVPD.

```
! RIJCOSX wB97M-V def2-TZVPD def2/J DEFGRID3
* xyz 1 1
C 5.3616 0.2020 -0.3268
C 4.3429 -0.0544 0.3509
C -2.5067 -0.4574 -0.1869
C -3.4938 0.6107 -0.1266
N -1.2475 -0.0564 -0.3079
P 0.3212 -0.8065 -0.0104
H 5.4442 0.9552 -0.9805
H 6.2196 -0.4853 -0.3199
H -0.1624 -2.0816 -0.3408
H 3.6759 -0.5171 1.1364
H -2.6616 -1.5695 -0.3117
H -4.3012 0.2601 -0.7877
H -3.0734 1.5439 -0.2502
H -3.8426 0.6350 0.9837
H -1.2374 0.9365 -0.3703
*
```

Summary:
DFT total energy = -15060.13578 eV
Molecular weight = 102.1 Da
E_LUMO (spin up / spin down) = -5.25 / -6.41 eV
Maximum force = 5.55 eV/Å
Energy relative to the best compared isomer or geometry (same formula, charge and spin) = 125.14 kcal/mol
HOMO (spin up / spin down) = -12.84 / -10.36 eV
Frontier orbital gap (spin up / spin down) = 7.59 / 3.94 eV

***

Entry 2:
Below is a gas-phase ion, CH2NO3P (charge -2) at a distorted geometry, with properties calculated with wB97M-V/def2-TZVPD.

```
! RIJCOSX wB97M-V def2-TZVPD def2/J DEFGRID3
* xyz -2 1
H -2.4292 0.7594 0.1526
N -1.4211 0.8912 0.3815
C -0.6977 -0.1226 0.1537
P 1.1780 -0.1638 -0.0427
O 1.3532 -1.3062 -1.0265
O 1.3595 1.3757 -0.6756
O 1.8224 -0.3767 1.3067
H -1.1651 -1.0569 -0.2497
*
```

Summary:
DFT total energy = -17990.43605 eV
Molecular weight = 107.0 Da
E_LUMO = 7.47 eV
Maximum force = 4.85 eV/Å
SMILES string = [H]/N=C/P(=O)([O-])[O-]
Energy relative to the best compared isomer or geometry (same formula, charge and spin) = 29.57 kcal/mol
HOMO = 1.16 eV
Frontier orbital gap = 6.31 eV

***

Entry 3:
Below is a molecular structure, C64H56BaN13O3P2S2SbTe at a distorted geometry, with properties calculated with wB97M-V/def2-TZVPD.

```
! RIJCOSX wB97M-V def2-TZVPD def2/J DEFGRID3
* xyz -2 1
Ba 1.1521 0.1157 0.6447
Te -0.8981 -3.0361 4.3036
C -1.8819 -3.0657 6.1613
C -1.6540 -4.0897 7.0720
C -2.3142 -4.0749 8.2918
N -3.1829 -3.1267 8.6631
C -3.3932 -2.1491 7.7690
C -2.7754 -2.0753 6.5279
C -1.2721 -0.9347 3.8854
P -1.5595 -0.9765 2.0461
C -2.8420 -2.2829 1.7859
C -4.0240 -2.3106 2.5238
C -4.9474 -3.3273 2.3350
C -4.6996 -4.3312 1.3987
C -3.5346 -4.2980 0.6449
C -2.6093 -3.2713 0.8321
C -2.6756 0.4580 1.6586
C -3.4082 1.1604 2.6104
C -4.1651 2.2711 2.2418
C -4.1978 2.6875 0.9118
C -3.4940 1.9746 -0.0544
C -2.7392 0.8668 0.3215
P 0.4597 -0.2676 3.9781
C 1.1135 -0.8408 5.6315
C 0.3747 -0.6527 6.8015
C 0.8383 -1.1344 8.0198
C 2.0701 -1.7825 8.0876
C 2.8296 -1.9371 6.9349
C 2.3542 -1.4720 5.7093
C 0.3400 1.4706 4.6689
C -0.8416 2.0506 5.1146
C -0.8485 3.3263 5.6794
C 0.3353 4.0365 5.8135
C 1.5312 3.4639 5.3759
C 1.5320 2.1959 4.8076
H -0.9522 -4.8879 6.8435
H -2.1322 -4.8623 9.0176
H -4.1002 -1.3805 8.0688
H -2.9653 -1.2506 5.8427
H -4.2129 -1.5346 3.2596
H -5.8614 -3.3444 2.9206
H -5.4152 -5.1360 1.2619
H -3.3358 -5.0748 -0.0865
H -1.7054 -3.2287 0.2329
H -3.3545 0.8378 3.6469
H -4.7172 2.8228 2.9954
H -4.7615 3.5708 0.6306
H -3.5091 2.2852 -1.0947
H -2.1710 0.3240 -0.4360
H -0.5840 -0.1482 6.7499
H 0.2354 -1.0138 8.9149
H 2.4311 -2.1678 9.0364
H 3.7930 -2.4349 6.9819
H 2.9315 -1.6055 4.8021
H -1.7649 1.4813 5.0296
H -1.7814 3.7629 6.0218
H 0.3333 5.0260 6.2561
H 2.4642 4.0077 5.4844
H 2.4633 1.7431 4.4654
N 3.8784 3.5425 0.4649
C 4.9097 2.7611 -0.0366
C 6.0521 3.0769 -0.7678
C 6.8407 2.0135 -1.1747
C 6.4994 0.6877 -0.8575
C 5.3735 0.3843 -0.1103
C 4.5717 1.4471 0.3139
N 3.3619 1.4492 1.0196
C 2.9776 2.6994 1.0564
C 1.6734 3.2042 1.5249
C 1.3629 4.5156 1.6934
S -0.3044 4.6858 1.9915
C -0.4925 2.9926 1.9056
N 0.6078 2.3305 1.6791
H 3.7441 4.5233 0.3171
H 6.3058 4.1020 -1.0167
H 7.7331 2.2087 -1.7566
H 7.1330 -0.1216 -1.2058
H 5.1165 -0.6439 0.1349
H 2.0186 5.3774 1.6543
H -1.4672 2.5276 2.0370
N 3.2868 -2.8820 -0.5891
C 3.6223 -2.4853 0.7058
N 4.7483 -2.8733 1.2833
N 4.7445 -2.2334 2.4830
N 3.6672 -1.5191 2.5909
N 2.9168 -1.6568 1.4649
C 1.9866 -2.8492 -1.0945
N 1.6519 -3.4692 -2.2191
N 0.3319 -3.1967 -2.3711
N -0.0744 -2.4658 -1.3854
N 0.9558 -2.2143 -0.5430
H 3.8536 -3.6217 -0.9557
C -3.1159 -1.1964 -7.0012
C -1.9526 -2.1535 -6.8371
C -1.8167 -3.1798 -7.7800
C -0.7861 -4.1101 -7.7118
C 0.1250 -4.0423 -6.6660
C 0.0004 -3.0339 -5.7195
C -1.0103 -2.0609 -5.7910
Sb -0.6607 -0.5818 -4.1892
C 1.0308 0.0831 -5.4252
C 0.8662 0.3676 -6.7858
C 1.9389 0.7034 -7.5999
C 3.2192 0.7486 -7.0556
C 3.4066 0.4210 -5.7200
C 2.3326 0.0697 -4.8911
C 2.6213 -0.3578 -3.4574
C -2.3044 0.8084 -4.5423
C -3.4530 0.2657 -3.9421
C -4.6534 0.9623 -3.8606
C -4.7234 2.2448 -4.3834
C -3.5858 2.8150 -4.9449
C -2.3679 2.1316 -5.0178
C -1.1600 2.8923 -5.5128
H -3.6785 -1.4292 -7.9085
H -2.7833 -0.1572 -7.0574
H -3.7998 -1.2535 -6.1521
H -2.5413 -3.2452 -8.5860
H -0.6997 -4.8821 -8.4678
H 0.9265 -4.7694 -6.5832
H 0.7060 -3.0149 -4.8837
H -0.1224 0.2900 -7.2309
H 1.7793 0.9179 -8.6518
H 4.0699 1.0070 -7.6760
H 4.4091 0.4172 -5.3038
H 3.6896 -0.5174 -3.3082
H 2.1041 -1.2891 -3.2009
H 2.2938 0.3930 -2.7280
H -3.4061 -0.7352 -3.5084
H -5.5141 0.5131 -3.3786
H -5.6480 2.8098 -4.3330
H -3.6328 3.8306 -5.3236
H -1.4578 3.8095 -6.0231
H -0.5404 2.3032 -6.1819
H -0.5367 3.1602 -4.6547
C 1.5759 3.3474 -2.8929
S 0.5648 2.5002 -1.7143
O -0.4206 1.7373 -2.4735
O -0.0124 3.5526 -0.9155
O 1.5222 1.6231 -0.9566
H 1.0422 4.2556 -3.1813
H 1.7492 2.7044 -3.7624
H 2.5232 3.5944 -2.4077
*
```

Summary:
DFT total energy = -147565.87664 eV
Molecular weight = 1568.0 Da
E_LUMO = 3.16 eV
Maximum force = 4.96 eV/Å
Energy relative to the best compared isomer or geometry (same formula, charge and spin) = 30.65 kcal/mol
HOMO = -2.37 eV
Frontier orbital gap = 5.53 eV

***

Number 2 is which compound?
CH2NO3P

***

Among the records above, which one has the highest DFT total energy?
C4H9NP

***

Which of these has the lowest molecular weight?
C4H9NP